Entry 1:
{
  "formula": "C28H43BrCuN2P2S",
  "method": "ωB97M-V with the def2-TZVPD basis set",
  "elements": ["N", "C", "C", "C", "C", "C", "C", "Cu", "P", "C", "C", "C", "C", "C", "C", "C", "Br", "H", "H", "H", "H", "H", "H", "H", "H", "H", "H", "P", "C", "C", "H", "H", "H", "H", "H", "C", "C", "H", "H", "H", "H", "H", "C", "C", "H", "H", "H", "H", "H", "C", "C", "H", "H", "H", "H", "H", "C", "C", "H", "H", "H", "H", "H", "C", "C", "H", "H", "H", "H", "H", "S", "C", "C", "N", "C", "H", "H", "H"],
  "positions_angstrom": [[6.996, -0.252, -4.549], [6.632, -1.278, -3.772], [5.594, -1.191, -2.842], [4.836, 0.007, -2.750], [5.307, 1.110, -3.525], [6.361, 0.914, -4.422], [3.581, 0.051, -2.050], [1.688, 0.610, -0.789], [-3.257, 1.018, -1.145], [2.564, 0.974, -2.454], [1.558, 0.641, -3.496], [1.108, 1.635, -4.388], [0.017, 1.364, -5.225], [-0.574, 0.084, -5.220], [0.025, -0.956, -4.495], [1.106, -0.680, -3.641], [-2.215, -0.188, -6.021], [3.420, -0.761, -1.335], [2.860, 2.031, -2.476], [5.336, -2.072, -2.259], [4.836, 2.089, -3.465], [7.194, -2.206, -3.912], [6.695, 1.733, -5.067], [1.572, 2.637, -4.399], [1.578, -1.480, -3.069], [-0.395, 2.144, -5.867], [-0.381, -1.965, -4.528], [1.279, 2.508, 0.208], [-3.738, -0.451, -2.141], [-4.949, -0.223, -3.046], [-3.974, -1.240, -1.410], [-2.854, -0.759, -2.720], [-5.056, -1.068, -3.736], [-5.873, -0.163, -2.460], [-4.870, 0.690, -3.646], [-2.163, 2.029, -2.195], [-2.909, 3.317, -2.593], [-1.866, 1.438, -3.072], [-1.256, 2.254, -1.607], [-2.271, 3.958, -3.216], [-3.827, 3.092, -3.161], [-3.202, 3.890, -1.700], [-2.458, 0.251, 0.294], [-3.513, 0.023, 1.388], [-1.664, 0.930, 0.632], [-1.994, -0.689, -0.034], [-3.044, 0.027, 2.377], [-4.280, 0.811, 1.369], [-4.021, -0.942, 1.258], [0.427, 2.136, 1.782], [0.728, 3.069, 2.954], [0.683, 1.095, 2.030], [-0.651, 2.149, 1.565], [1.663, 2.799, 3.462], [0.782, 4.123, 2.653], [-0.075, 2.984, 3.700], [0.485, 4.051, -0.402], [1.012, 4.557, -1.749], [0.584, 4.853, 0.349], [-0.594, 3.851, -0.481], [2.058, 4.884, -1.682], [0.940, 3.786, -2.526], [0.423, 5.419, -2.085], [2.973, 3.045, 0.707], [3.754, 1.941, 1.425], [2.917, 3.965, 1.310], [3.476, 3.317, -0.238], [4.811, 1.987, 1.129], [3.706, 2.049, 2.517], [3.393, 0.935, 1.165], [0.074, -2.160, 2.852], [-0.293, -2.794, 1.287], [0.516, -2.200, 0.326], [1.332, -1.183, 0.800], [1.287, -1.132, 2.145], [-1.057, -3.527, 1.098], [0.531, -2.459, -0.723], [1.915, -0.511, 2.783]],
  "e_lumo_ev": [-6.66, -8.92],
  "total_charge": 2,
  "spin_multiplicity": 2,
  "homo_ev": [-12.42, -12.42],
  "orbital_gap_ha": [0.212, 0.129]
}



Entry 2:
{
  "formula": "C28H43BrN2P2Pd",
  "method": "ωB97M-V with the def2-TZVPD basis set",
  "elements": ["C", "C", "C", "C", "N", "C", "C", "C", "C", "C", "C", "C", "C", "C", "Pd", "P", "H", "H", "H", "H", "H", "H", "H", "H", "C", "C", "H", "H", "H", "H", "H", "C", "C", "H", "H", "H", "H", "H", "C", "C", "H", "H", "H", "H", "H", "Br", "P", "C", "C", "H", "H", "H", "H", "H", "C", "C", "H", "H", "H", "H", "H", "C", "C", "H", "H", "H", "H", "H", "C", "C", "C", "N", "H", "H", "H", "H", "H"],
  "positions_angstrom": [[3.032, 4.914, -0.939], [1.830, 4.597, -1.617], [1.929, 4.175, -2.966], [3.208, 3.969, -3.510], [4.322, 4.155, -2.813], [4.254, 4.664, -1.591], [0.552, 4.672, -0.920], [-0.400, 4.360, -0.211], [-1.288, 3.552, 0.567], [-0.834, 3.175, 1.853], [-1.142, 1.889, 2.303], [-1.834, 1.069, 1.395], [-2.722, 1.613, 0.469], [-2.415, 2.909, 0.017], [-1.422, -0.902, 1.570], [0.668, -0.578, 0.618], [1.057, 4.040, -3.602], [3.038, 5.346, 0.056], [3.322, 3.653, -4.547], [5.195, 4.897, -1.094], [-2.959, 3.351, -0.819], [-0.134, 3.802, 2.405], [-3.572, 1.039, 0.117], [-0.816, 1.519, 3.253], [1.469, -2.236, 0.682], [2.747, -2.475, -0.128], [0.682, -2.954, 0.395], [1.644, -2.400, 1.763], [3.096, -3.492, 0.097], [2.580, -2.421, -1.212], [3.557, -1.788, 0.151], [0.845, 0.110, -1.103], [2.217, 0.618, -1.577], [0.122, 0.941, -1.143], [0.477, -0.666, -1.791], [2.160, 0.843, -2.652], [2.509, 1.557, -1.083], [3.023, -0.120, -1.445], [1.695, 0.643, 1.537], [3.196, 0.366, 1.609], [1.271, 0.684, 2.550], [1.501, 1.622, 1.065], [3.660, 1.154, 2.217], [3.398, -0.593, 2.100], [3.683, 0.389, 0.625], [-1.935, -3.131, 2.617], [-2.192, -2.116, -1.028], [-0.926, -2.817, -2.174], [-1.319, -4.042, -3.001], [-0.067, -3.067, -1.528], [-0.584, -2.009, -2.842], [-0.462, -4.321, -3.631], [-1.562, -4.902, -2.366], [-2.163, -3.832, -3.671], [-3.346, -3.483, -0.645], [-4.667, -3.558, -1.398], [-3.506, -3.368, 0.440], [-2.790, -4.423, -0.749], [-5.290, -4.339, -0.946], [-5.233, -2.623, -1.353], [-4.536, -3.837, -2.449], [-3.089, -0.854, -2.019], [-3.294, -1.134, -3.509], [-2.514, 0.080, -1.891], [-4.056, -0.689, -1.519], [-3.759, -0.251, -3.968], [-2.346, -1.316, -4.030], [-3.968, -1.981, -3.687], [0.977, 0.302, 6.466], [0.042, -0.762, 5.873], [0.555, -1.269, 4.618], [1.015, -1.686, 3.635], [2.021, -0.024, 6.400], [0.757, 0.494, 7.517], [0.872, 1.245, 5.920], [-0.079, -1.604, 6.570], [-0.960, -0.347, 5.697]],
  "e_lumo_ev": -0.58,
  "total_charge": 0,
  "spin_multiplicity": 1,
  "homo_ev": -6.99,
  "orbital_gap_ha": 0.236
}



Entry 3:
{
  "formula": "C28H43F9OP2Pt",
  "method": "ωB97M-V with the def2-TZVPD basis set",
  "elements": ["Pt", "C", "C", "C", "C", "C", "C", "H", "H", "H", "C", "H", "H", "H", "C", "H", "H", "H", "C", "H", "H", "H", "C", "H", "H", "H", "C", "C", "C", "C", "C", "C", "C", "C", "H", "H", "H", "H", "H", "H", "H", "H", "H", "H", "H", "H", "P", "P", "C", "C", "H", "H", "H", "H", "C", "H", "H", "H", "C", "H", "H", "H", "C", "H", "H", "H", "C", "H", "H", "H", "F", "C", "F", "F", "C", "O", "C", "F", "F", "F", "C", "F", "F", "F"],
  "positions_angstrom": [[-0.276, 1.604, -1.604], [0.637, 0.999, 2.299], [1.199, 1.310, 1.073], [-0.860, 2.433, 1.281], [-0.639, 1.662, 2.406], [0.319, 2.296, 0.337], [1.290, 0.227, 3.376], [2.302, -0.078, 3.105], [0.718, -0.665, 3.635], [1.388, 0.832, 4.283], [-1.506, 1.629, 3.596], [-1.071, 1.009, 4.381], [-2.497, 1.225, 3.359], [-1.655, 2.643, 3.997], [-1.863, 3.502, 1.132], [-1.625, 4.380, 1.766], [-2.873, 3.162, 1.407], [-1.887, 3.831, 0.086], [1.030, 3.628, 0.151], [0.979, 4.184, 1.100], [0.596, 4.242, -0.653], [2.092, 3.480, -0.095], [2.597, 1.003, 0.713], [3.254, 1.094, 1.603], [2.985, 1.686, -0.058], [2.684, -0.028, 0.325], [0.944, -2.545, 1.187], [1.875, -3.047, 2.002], [2.889, -4.007, 1.458], [4.022, -3.224, 0.752], [3.666, -2.332, -0.408], [2.750, -2.532, -1.375], [1.252, -2.540, -1.340], [0.560, -3.176, -0.123], [2.393, -4.746, 0.804], [4.774, -3.940, 0.389], [3.359, -4.515, 2.313], [0.659, -4.284, -0.153], [0.338, -1.686, 1.506], [1.984, -2.629, 3.002], [-0.528, -2.991, -0.201], [0.878, -1.501, -1.458], [3.117, -2.523, -2.422], [0.912, -3.105, -2.221], [4.502, -2.580, 1.508], [4.451, -1.592, -0.632], [-0.671, 0.278, -3.270], [-0.177, 3.107, -3.217], [-0.940, 1.141, -4.916], [-1.305, 2.564, -4.606], [-1.753, 0.594, -5.416], [-0.043, 1.035, -5.544], [-1.223, 3.220, -5.486], [-2.328, 2.667, -4.192], [-0.677, 4.848, -3.322], [-0.120, 5.428, -2.585], [-1.739, 4.891, -3.068], [-0.544, 5.287, -4.314], [1.510, 2.814, -3.866], [1.612, 3.196, -4.883], [1.789, 1.751, -3.837], [2.194, 3.355, -3.200], [-2.437, -0.230, -3.150], [-2.630, -0.719, -2.188], [-2.582, -0.934, -3.984], [-3.096, 0.644, -3.272], [0.126, -1.160, -4.066], [1.183, -0.995, -4.286], [-0.374, -1.347, -5.026], [0.026, -2.051, -3.451], [-1.914, -3.886, 1.812], [-1.979, -3.508, 3.121], [-2.898, -4.307, 3.740], [-0.761, -3.761, 3.671], [-2.309, -1.902, 3.248], [-1.347, -1.181, 2.834], [-3.615, -1.613, 2.311], [-4.684, -2.408, 2.614], [-4.014, -0.313, 2.428], [-3.296, -1.814, 1.004], [-2.699, -1.678, 4.826], [-3.765, -2.420, 5.231], [-1.635, -2.009, 5.608], [-2.993, -0.380, 5.102]],
  "e_lumo_ev": [-7.13, -9.20],
  "total_charge": 2,
  "spin_multiplicity": 5,
  "homo_ev": [-11.98, -13.36],
  "orbital_gap_ha": [0.179, 0.153]
}